[1]
DFT (ωB97M-V with the def2-TZVPD basis set) results for 3 unconnected molecules or ions with the total composition C5H10.

Summary:
Structure (SMILES): C1=CC1.[H][H].C=C
ΔE to the lowest compared entry with this formula, charge and spin, kcal/mol: 112.4
Frontier orbital gap, hartree: 0.397

Each line ends with the natural charge from an NBO analysis.
Element x y z (Å)
C 1.68372 0.44248 -0.17328  -0.189
C 1.47779 0.24166 -1.42951  -0.177
C 1.44536 -0.98875 -0.57083  -0.437
H 2.05132 1.09509 0.60099  0.224
H 1.52305 0.59470 -2.44412  0.224
H 0.48807 -1.48139 -0.36400  0.178
H 2.30525 -1.66439 -0.60183  0.177
H -1.45280 0.22657 -1.28530  0.006
H -1.08078 0.28866 -1.92408  -0.010
C -1.94441 -0.09356 1.11787  -0.401
C -0.86075 0.51382 1.59160  -0.381
H -1.95454 -1.15766 0.87999  0.197
H -2.87729 0.44727 0.98381  0.196
H -0.86428 1.57152 1.85257  0.195
H 0.06029 -0.03604 1.76612  0.198

---

[2]
DFT (ωB97M-V with the def2-TZVPD basis set) results for a single C22H26N4O3S molecule.

Summary:
Structure (SMILES): Cc1sc2ncn(CC(=O)NCCCC(=O)N(C)Cc3ccccc3)c(=O)c2c1C
ΔE to the lowest compared entry with this formula, charge and spin, kcal/mol: 9.3
Frontier orbital gap, hartree: 0.319

Each line ends with the natural charge from an NBO analysis.
Element x y z (Å)
C 4.25010 -1.74766 -2.30947  -0.652
C 2.77220 -1.61678 -2.41161  -0.149
S 1.82478 -2.91509 -3.09034  0.448
C 0.37980 -2.01065 -2.85824  0.036
N -0.83608 -2.46255 -3.21516  -0.467
C -1.81397 -1.64737 -3.03418  0.295
N -1.70626 -0.40730 -2.49512  -0.400
C -2.87349 0.44992 -2.42531  -0.310
C -3.66759 0.28089 -1.11114  0.663
O -4.79583 -0.16046 -1.10336  -0.619
N -2.97582 0.67490 -0.03682  -0.635
C -3.51981 0.68805 1.30297  -0.236
C -3.42750 2.07242 1.94824  -0.393
C -1.98830 2.59405 2.00046  -0.513
C -1.10325 1.64150 2.79129  0.690
O -1.54980 0.95226 3.69214  -0.650
N 0.20454 1.59916 2.44339  -0.438
C 0.79706 2.40788 1.40244  -0.428
C 1.04727 0.58222 3.04131  -0.263
C 1.30533 -0.57515 2.10888  0.053
C 0.25378 -1.15506 1.40942  -0.263
C 0.46751 -2.25501 0.60020  -0.145
C 1.73883 -2.79103 0.47869  -0.241
C 2.79476 -2.20988 1.15792  -0.205
C 2.58000 -1.10529 1.96485  -0.255
C -0.49119 0.08639 -2.00061  0.664
O -0.47455 1.15835 -1.40247  -0.680
C 0.62817 -0.76976 -2.27201  -0.216
C 2.01486 -0.55340 -2.02217  -0.023
C 2.58689 0.68212 -1.41353  -0.648
H 4.74420 -1.03288 -2.96872  0.227
H 4.56319 -2.74937 -2.58950  0.225
H 4.57531 -1.54455 -1.28996  0.229
H -2.80363 -1.96291 -3.33138  0.203
H -3.53960 0.21806 -3.25749  0.232
H -2.53133 1.48654 -2.49836  0.246
H -2.03478 1.02585 -0.17425  0.426
H -2.98654 -0.03458 1.92864  0.208
H -4.56309 0.37517 1.22500  0.237
H -3.81382 1.98897 2.96406  0.231
H -4.04633 2.77980 1.39341  0.208
H -1.60478 2.73642 0.99191  0.215
H -1.97541 3.56385 2.50462  0.241
H 0.53140 3.45769 1.53156  0.204
H 1.87958 2.32087 1.47283  0.209
H 0.49190 2.07690 0.40676  0.232
H 0.51083 0.21646 3.92400  0.259
H 1.99092 1.03213 3.36552  0.196
H -0.74156 -0.75245 1.52076  0.216
H -0.36195 -2.70704 0.07476  0.206
H 1.90385 -3.66114 -0.13880  0.218
H 3.78859 -2.62404 1.06755  0.210
H 3.40796 -0.66225 2.50164  0.209
H 1.86181 1.48791 -1.46094  0.245
H 3.49392 0.98098 -1.93521  0.215
H 2.83692 0.49596 -0.36908  0.229

---

Please write out number 2 again, unchanged.
DFT (ωB97M-V with the def2-TZVPD basis set) results for a single C22H26N4O3S molecule.

Summary:
Structure (SMILES): Cc1sc2ncn(CC(=O)NCCCC(=O)N(C)Cc3ccccc3)c(=O)c2c1C
ΔE to the lowest compared entry with this formula, charge and spin, kcal/mol: 9.3
Frontier orbital gap, hartree: 0.319

Each line ends with the natural charge from an NBO analysis.
Element x y z (Å)
C 4.25010 -1.74766 -2.30947  -0.652
C 2.77220 -1.61678 -2.41161  -0.149
S 1.82478 -2.91509 -3.09034  0.448
C 0.37980 -2.01065 -2.85824  0.036
N -0.83608 -2.46255 -3.21516  -0.467
C -1.81397 -1.64737 -3.03418  0.295
N -1.70626 -0.40730 -2.49512  -0.400
C -2.87349 0.44992 -2.42531  -0.310
C -3.66759 0.28089 -1.11114  0.663
O -4.79583 -0.16046 -1.10336  -0.619
N -2.97582 0.67490 -0.03682  -0.635
C -3.51981 0.68805 1.30297  -0.236
C -3.42750 2.07242 1.94824  -0.393
C -1.98830 2.59405 2.00046  -0.513
C -1.10325 1.64150 2.79129  0.690
O -1.54980 0.95226 3.69214  -0.650
N 0.20454 1.59916 2.44339  -0.438
C 0.79706 2.40788 1.40244  -0.428
C 1.04727 0.58222 3.04131  -0.263
C 1.30533 -0.57515 2.10888  0.053
C 0.25378 -1.15506 1.40942  -0.263
C 0.46751 -2.25501 0.60020  -0.145
C 1.73883 -2.79103 0.47869  -0.241
C 2.79476 -2.20988 1.15792  -0.205
C 2.58000 -1.10529 1.96485  -0.255
C -0.49119 0.08639 -2.00061  0.664
O -0.47455 1.15835 -1.40247  -0.680
C 0.62817 -0.76976 -2.27201  -0.216
C 2.01486 -0.55340 -2.02217  -0.023
C 2.58689 0.68212 -1.41353  -0.648
H 4.74420 -1.03288 -2.96872  0.227
H 4.56319 -2.74937 -2.58950  0.225
H 4.57531 -1.54455 -1.28996  0.229
H -2.80363 -1.96291 -3.33138  0.203
H -3.53960 0.21806 -3.25749  0.232
H -2.53133 1.48654 -2.49836  0.246
H -2.03478 1.02585 -0.17425  0.426
H -2.98654 -0.03458 1.92864  0.208
H -4.56309 0.37517 1.22500  0.237
H -3.81382 1.98897 2.96406  0.231
H -4.04633 2.77980 1.39341  0.208
H -1.60478 2.73642 0.99191  0.215
H -1.97541 3.56385 2.50462  0.241
H 0.53140 3.45769 1.53156  0.204
H 1.87958 2.32087 1.47283  0.209
H 0.49190 2.07690 0.40676  0.232
H 0.51083 0.21646 3.92400  0.259
H 1.99092 1.03213 3.36552  0.196
H -0.74156 -0.75245 1.52076  0.216
H -0.36195 -2.70704 0.07476  0.206
H 1.90385 -3.66114 -0.13880  0.218
H 3.78859 -2.62404 1.06755  0.210
H 3.40796 -0.66225 2.50164  0.209
H 1.86181 1.48791 -1.46094  0.245
H 3.49392 0.98098 -1.93521  0.215
H 2.83692 0.49596 -0.36908  0.229